Entry 1:
# C12H15ClO3Pt

A molecular structure, C12H15ClO3Pt (ωB97M-V/def2-TZVPD, OMol25).

Geometry as ORCA input:
```
! wB97M-V def2-TZVPD RIJCOSX def2/J DEFGRID3
* xyz 2 5
Cl -3.16345 -1.02259 -0.02043
C 1.00654 -1.50994 -2.16554
C 1.78624 -0.32868 -1.85278
C 0.87397 0.83261 -1.97347
H 2.81114 -0.25226 -1.53894
C -0.43541 0.29454 -2.37006
C -0.33296 -1.12111 -2.42052
H -1.19020 -1.74592 -2.58471
H 1.40713 -2.51960 -2.18162
H 1.10133 1.87709 -1.75830
C -1.61117 1.12508 -2.69184
Pt 0.50540 0.01088 -0.07679
C 1.72252 0.94173 1.05047
C -0.04393 -1.47115 0.95663
O 2.34613 1.57525 1.80753
O -0.28814 -2.20082 1.81554
H -1.52330 2.11187 -2.21513
H -2.52183 0.63745 -2.31465
H -1.72380 1.28723 -3.77829
C -2.75926 2.20871 2.94827
C -1.81567 1.62021 4.00589
C -0.56356 1.28752 3.20660
O -0.89448 1.19680 1.81759
C -2.24540 1.61840 1.63526
H -3.82115 2.00697 3.13435
H -2.62077 3.30216 2.93098
H -2.23893 0.70589 4.43056
H -1.59184 2.31350 4.82074
H 0.18997 2.08422 3.31978
H -0.08841 0.34984 3.52736
H -2.79754 0.70099 1.32310
H -2.29386 2.28642 0.76202
*
```

**HOMO energy (alpha / beta)**: -14.7902 / -17.2546 eV
**LUMO (alpha / beta)**: -7.18 / -11.99 eV
**Orbital gap (alpha / beta)**: 7.61 / 5.26 eV
**Expectation value of S²**: 6.019
**Electronic energy**: -1270.6126 Ha

***

Entry 2:
# C4H12NPS

2 unconnected molecules or ions with the total composition C4H12NPS (ωB97M-V/def2-TZVPD, OMol25).

Geometry as ORCA input:
```
! wB97M-V def2-TZVPD RIJCOSX def2/J DEFGRID3
* xyz 0 1
C 2.31537 -0.87970 1.35720
C -2.44610 0.91239 0.30657
C -0.83742 0.84780 -2.04292
C 1.42899 -1.36238 0.22261
N -0.03577 -1.30459 0.34092
P -0.72293 1.10266 -0.21018
S 0.38946 2.53299 0.45906
H 1.77795 -0.18174 1.85885
H 2.69779 -1.58766 2.11749
H 3.25173 -0.33712 1.05224
H -2.63190 -0.20377 0.48318
H -2.69786 1.42999 1.19855
H -3.09055 1.23644 -0.54225
H 0.03201 1.40325 -2.50998
H -0.69194 -0.15209 -2.13785
H -1.83309 1.26246 -2.40965
H 1.73418 -1.03375 -0.78848
H 1.62850 -2.53584 -0.05327
H -0.26843 -1.14933 1.29790
*
```

**HOMO energy (alpha / beta)**: -7.7921 / -8.1270 eV
**LUMO (alpha / beta)**: -0.32 / -0.45 eV
**Orbital gap (alpha / beta)**: 7.48 / 7.68 eV
**Electronic energy**: -953.8089 Ha

***

Entry 3:
# C5H10O2

C5H10O2 in the gas phase (ωB97M-V/def2-TZVPD, OMol25).

Geometry as ORCA input:
```
! wB97M-V def2-TZVPD RIJCOSX def2/J DEFGRID3
* xyz 0 1
C -1.61134 -1.50664 0.24785
C -0.59429 -0.34486 -0.07853
C 0.93575 -0.31182 -0.51978
C 2.02497 0.41608 0.37158
O 2.00205 1.82870 0.36094
C -1.36020 0.85435 -0.45493
O -0.65454 0.81767 0.77379
H -1.85544 -2.12647 -0.63135
H -1.37220 -2.19327 1.06481
H -2.58639 -1.06005 0.51395
H 0.98486 0.26391 -1.45454
H 1.34058 -1.30695 -0.70814
H 3.00029 0.17982 -0.08281
H 2.07390 0.03662 1.40445
H 1.14044 2.09775 0.70230
H -2.41872 0.88074 -0.21556
H -1.04972 1.47442 -1.29404
*
```

**HOMO energy**: -9.9861 eV
**SMILES**: C[C@@]1(CCO)CO1
**LUMO**: 0.93 eV
**Orbital gap**: 10.91 eV
**Electronic energy**: -346.9105 Ha

***

Entry 4:
# C2H4BFO

C2H4BFO in the gas phase (ωB97M-V/def2-TZVPD, OMol25).

Geometry as ORCA input:
```
! wB97M-V def2-TZVPD RIJCOSX def2/J DEFGRID3
* xyz 0 1
O -2.71199 0.06295 -0.43009
C -1.64717 0.19287 0.13112
B -0.18369 -0.37271 0.23237
C 1.22441 0.05218 -0.47763
F 2.30583 0.03887 0.33068
H -1.41753 0.97224 1.10654
H -0.06342 -1.04895 1.29720
H 1.14975 -0.90761 -1.19933
H 1.34381 1.01016 -0.99086
*
```

**HOMO energy**: -9.9571 eV
**SMILES**: O=CBCF
**LUMO**: 0.02 eV
**Orbital gap**: 9.97 eV
**Electronic energy**: -278.4709 Ha

***

Entry 5:
# C18H29N5O3S

C18H29N5O3S in the gas phase (ωB97M-V/def2-TZVPD, OMol25).

Geometry as ORCA input:
```
! wB97M-V def2-TZVPD RIJCOSX def2/J DEFGRID3
* xyz 0 1
C -1.27091 -3.40997 0.57213
C -1.97338 -2.40141 -0.32907
C -2.99453 -1.57968 0.45487
C -3.69904 -0.49847 -0.36884
C -2.79571 0.57214 -0.98635
C -2.25522 1.60608 0.00551
N -1.33283 1.05876 0.96741
C -0.10513 0.54032 0.75202
S 0.64799 0.52085 -0.80939
C 2.20725 -0.29282 -0.32596
C 2.91202 -0.68550 -1.61561
N 2.75961 0.37534 -2.59097
C 3.60841 1.52617 -2.33440
C 3.23683 2.64010 -3.31312
O 3.38692 2.22170 -4.64834
C 2.58692 1.09145 -4.89930
C 2.94357 -0.06335 -3.96241
N 0.47267 0.08137 1.85602
C -0.42701 0.31396 2.83388
C -1.56524 0.92370 2.32212
C -2.67384 1.27970 3.14958
O -3.71947 1.81238 2.83644
N -2.40952 0.92166 4.47342
C -1.29787 0.31799 5.03177
O -1.23534 0.08123 6.21649
N -0.28134 0.01045 4.15330
C 0.92775 -0.62394 4.62761
H -0.56301 -4.00813 0.00247
H -1.99188 -4.08010 1.03542
H -0.72714 -2.89460 1.36227
H -2.47838 -2.92404 -1.14460
H -1.22077 -1.74613 -0.76982
H -3.76167 -2.25665 0.84027
H -2.50619 -1.13542 1.32186
H -4.43651 -0.00551 0.26872
H -4.23957 -0.98947 -1.18191
H -1.96270 0.11086 -1.51650
H -3.38155 1.12765 -1.72124
H -3.07725 2.04460 0.57548
H -1.73726 2.39336 -0.55310
H 2.77774 0.41655 0.27077
H 1.95724 -1.15286 0.29097
H 3.96805 -0.92780 -1.40548
H 2.43080 -1.57767 -2.02400
H 3.44738 1.88069 -1.31621
H 4.67575 1.27001 -2.45903
H 3.89317 3.50237 -3.18489
H 2.19367 2.93822 -3.12956
H 2.76363 0.81381 -5.93962
H 1.52580 1.34624 -4.75927
H 2.27965 -0.90728 -4.15981
H 3.98577 -0.37554 -4.15086
H -3.14263 1.13820 5.13976
H 1.79085 -0.01965 4.35012
H 1.02916 -1.61260 4.17918
H 0.85427 -0.70934 5.70979
*
```

**HOMO energy**: -8.0053 eV
**SMILES**: CCCCCCn1c(SCCN2CCOCC2)nc2c1c(=O)[nH]c(=O)n2C
**LUMO**: 0.56 eV
**Orbital gap**: 8.57 eV
**Electronic energy**: -1601.0478 Ha

***

Entry 6:
# C48H48AsCl3KNOP

A molecular structure, C48H48AsCl3KNOP (ωB97M-V/def2-TZVPD, OMol25).

Geometry as ORCA input:
```
! wB97M-V def2-TZVPD RIJCOSX def2/J DEFGRID3
* xyz -1 1
K 0.89909 0.80614 -0.40271
C -0.64271 0.05213 -3.36463
C 0.73809 0.17954 -3.47845
C 1.30641 1.40100 -3.81359
C 0.49214 2.50147 -4.04132
C -0.88639 2.37373 -3.95224
C -1.45404 1.15087 -3.61512
H -1.08035 -0.90009 -3.08730
H 1.37390 -0.67826 -3.28818
H 2.38115 1.50813 -3.86442
H 0.93618 3.46146 -4.26911
H -1.51962 3.23377 -4.13416
H -2.52996 1.05563 -3.54466
Cl 3.07440 5.52859 -0.15660
C 4.02465 4.06617 -0.20891
C 5.34961 4.13030 0.22068
C 6.14452 3.01918 0.21058
Cl 7.80309 3.14493 0.75816
C 5.63247 1.77459 -0.22511
C 6.37941 0.57495 -0.24017
C 5.79233 -0.58554 -0.65465
C 4.44375 -0.55146 -1.05605
N 3.72410 0.54239 -1.06502
C 4.28527 1.71285 -0.66256
C 3.40848 2.89458 -0.68850
O 2.21683 2.83467 -1.09946
H 5.74816 5.07441 0.56727
H 7.41001 0.59192 0.08792
H 6.33714 -1.52018 -0.66375
H 3.94863 -1.46878 -1.36159
Cl 1.41475 -0.26887 2.49046
C 2.21831 -1.75846 1.77340
H 2.67410 -2.26693 2.62762
H 3.03149 -1.35489 1.16311
C 4.26074 -5.61843 -0.81946
C 3.75680 -5.55863 0.47176
C 2.71961 -4.68639 0.77945
C 2.16082 -3.87355 -0.20019
C 2.66967 -3.94639 -1.49462
C 3.71453 -4.80642 -1.80483
As 0.74122 -2.58576 0.23038
C -0.59962 -3.60624 -1.00520
C -0.71363 -3.56743 -2.39296
C -1.80563 -4.12546 -3.04417
C -2.82902 -4.71118 -2.30531
C -2.75050 -4.74039 -0.92231
C -1.63788 -4.19553 -0.28006
C -1.44394 -4.16106 1.18553
C -2.29957 -4.76722 2.10502
C -2.03260 -4.69779 3.46320
C -0.90853 -4.01669 3.91283
C -0.06082 -3.39952 3.00376
C -0.31544 -3.46149 1.63820
H 5.07516 -6.29152 -1.05752
H 4.17486 -6.19090 1.24616
H 2.33751 -4.63862 1.79257
H 2.24727 -3.32396 -2.27548
H 4.10196 -4.84236 -2.81609
H 0.06087 -3.09301 -2.99151
H -1.86649 -4.09978 -4.12656
H -3.68926 -5.13577 -2.80857
H -3.56109 -5.18078 -0.35273
H -3.17375 -5.30552 1.76000
H -2.69922 -5.17794 4.16960
H -0.69488 -3.95695 4.97329
H 0.79657 -2.84776 3.35888
C -4.21646 1.18766 -0.81899
C -3.79387 2.57613 -0.31809
C -3.76677 3.53477 -1.51105
C -4.84042 3.04283 0.69410
P -2.03538 2.34674 0.32512
C -2.37357 1.36340 1.84105
C -2.79984 1.85918 3.07641
C -3.06864 1.00472 4.13343
C -2.93983 -0.36979 3.97132
C -2.52762 -0.88255 2.75363
C -2.23232 -0.01804 1.70696
C -1.30703 3.99883 0.86251
C -0.17907 3.66890 1.84793
C -0.65106 4.59825 -0.39456
C -2.22847 5.06052 1.46553
H -5.19342 1.26354 -1.30663
H -4.30615 0.47520 0.00192
H -3.50258 0.78378 -1.53776
H -4.73628 3.50846 -2.01854
H -2.99739 3.25147 -2.23109
H -3.58200 4.56542 -1.20524
H -5.82023 3.06675 0.20465
H -4.64066 4.04144 1.07663
H -4.91246 2.35780 1.53934
H -2.92395 2.92261 3.22185
H -3.38513 1.41282 5.08570
H -3.15058 -1.03921 4.79612
H -2.41285 -1.94972 2.62006
H -1.88675 -0.43400 0.76534
H 0.53650 2.98109 1.39468
H -0.54406 3.22375 2.77287
H 0.37259 4.58189 2.08571
H 0.12850 3.95190 -0.80273
H -0.16776 5.54222 -0.12470
H -1.38211 4.80888 -1.17763
H -2.75061 4.72982 2.36187
H -2.97187 5.40474 0.74589
H -1.62147 5.92828 1.74244
*
```

**HOMO energy**: -4.0882 eV
**LUMO**: 2.18 eV
**Orbital gap**: 6.27 eV
**Electronic energy**: -6545.6355 Ha

***

Q: Which of these has the highest electronic energy?
A: C2H4BFO

***

What did the fourth record say?
# C2H4BFO

C2H4BFO in the gas phase (ωB97M-V/def2-TZVPD, OMol25).

Geometry as ORCA input:
```
! wB97M-V def2-TZVPD RIJCOSX def2/J DEFGRID3
* xyz 0 1
O -2.71199 0.06295 -0.43009
C -1.64717 0.19287 0.13112
B -0.18369 -0.37271 0.23237
C 1.22441 0.05218 -0.47763
F 2.30583 0.03887 0.33068
H -1.41753 0.97224 1.10654
H -0.06342 -1.04895 1.29720
H 1.14975 -0.90761 -1.19933
H 1.34381 1.01016 -0.99086
*
```

**HOMO energy**: -9.9571 eV
**SMILES**: O=CBCF
**LUMO**: 0.02 eV
**Orbital gap**: 9.97 eV
**Electronic energy**: -278.4709 Ha

***

Q: Among the records above, which one has the lowest electronic energy?
A: C48H48AsCl3KNOP

***

Q: The highest electronic energy belongs to which entry?
A: C2H4BFO